# C41H37N10OPrS

A molecular structure, C41H37N10OPrS at a distorted geometry (ωB97M-V/def2-TZVPD, OMol25).

Summary:
Multiplicity = 3
LUMO level (spin up / spin down) = -5.93 / -5.92 eV
Net charge = +2

Structure (XYZ):
```
91
C41H37N10OPrS | OMol25 | ωB97M-V/def2-TZVPD
Pr 5.24 9.26 18.86
N 5.83 5.98 15.44
C 6.10 6.78 16.47
N 5.56 7.97 16.66
C 4.82 8.52 15.60
N 4.36 9.75 15.60
N 4.75 10.44 16.71
C 4.79 11.73 16.77
C 5.09 12.50 17.99
C 5.01 13.92 17.96
C 5.22 14.59 19.14
C 5.50 13.89 20.32
C 5.63 12.51 20.25
N 5.42 11.84 19.11
C 4.53 7.72 14.44
C 3.76 8.23 13.39
C 3.51 7.45 12.28
C 3.97 6.13 12.21
C 4.71 5.60 13.26
C 5.02 6.40 14.37
H 6.28 5.07 15.38
H 6.78 6.42 17.23
H 4.61 12.33 15.86
H 4.72 14.44 17.05
H 5.13 15.67 19.18
H 5.63 14.39 21.28
H 5.87 11.92 21.12
H 3.37 9.26 13.47
H 2.92 7.86 11.46
H 3.72 5.53 11.34
H 5.07 4.56 13.20
C 2.36 7.74 24.95
C 3.40 7.98 23.89
C 4.55 8.77 24.07
C 5.44 8.97 23.04
C 5.31 8.26 21.82
N 6.30 8.40 20.86
C 7.64 8.49 21.19
C 8.11 7.71 22.27
C 9.38 7.90 22.74
C 10.29 8.75 22.10
C 11.71 8.94 22.54
C 9.86 9.50 21.00
C 8.56 9.36 20.49
N 8.19 10.14 19.31
C 8.75 11.33 18.95
C 8.51 11.53 17.60
C 7.89 10.36 17.16
N 7.66 9.52 18.17
C 4.12 7.44 21.61
C 3.19 7.37 22.65
N 3.79 6.69 20.40
C 3.20 5.47 20.38
C 2.89 5.14 19.07
C 3.34 6.23 18.32
N 3.98 7.13 19.09
H 2.68 8.11 25.95
H 2.16 6.66 25.02
H 1.40 8.25 24.71
H 4.72 9.24 25.06
H 6.34 9.58 23.19
H 7.40 7.07 22.79
H 9.68 7.33 23.61
H 11.95 8.42 23.48
H 11.90 10.03 22.68
H 12.42 8.57 21.77
H 10.57 10.13 20.47
H 9.28 11.98 19.63
H 8.75 12.40 17.01
H 7.69 10.10 16.13
H 2.25 6.80 22.49
H 3.03 4.90 21.27
H 2.45 4.24 18.70
H 3.17 6.41 17.26
C 0.88 10.64 20.71
S 1.84 9.31 19.97
O 3.18 10.05 19.87
C 1.13 9.36 18.35
C 0.08 8.50 18.07
C -0.56 8.66 16.86
C -0.17 9.63 15.95
C 0.91 10.45 16.24
C 1.52 10.37 17.49
H 0.86 11.52 20.02
H 1.41 10.91 21.64
H -0.13 10.26 20.95
H -0.23 7.74 18.79
H -1.38 8.00 16.61
H -0.71 9.73 15.00
H 1.30 11.13 15.49
H 2.29 11.06 17.84
```

***

# C31H25BrGeN2O2Pd

A molecular structure, C31H25BrGeN2O2Pd (ωB97M-V/def2-TZVPD, OMol25).

Summary:
Energy above the lowest of the compared OMol25 structures with the same formula, charge and spin = 0.0000 eV
Multiplicity = 2
LUMO level (spin up / spin down) = -4.52 / -4.59 eV
Net charge = +1

Structure (XYZ):
```
63
C31H25BrGeN2O2Pd | OMol25 | ωB97M-V/def2-TZVPD
Pd 0.16 0.09 0.08
O -0.35 -4.66 6.62
C 0.14 -4.61 5.37
O 0.58 -5.59 4.85
C 0.03 -3.31 4.62
C -0.06 -2.07 5.25
C -0.06 -0.90 4.51
C 0.02 -0.97 3.12
C 0.08 -2.21 2.49
C 0.10 -3.37 3.24
N 0.07 0.18 2.27
C -0.02 1.36 2.73
C -0.09 2.50 1.81
C -0.20 3.80 2.26
C -0.38 4.81 1.32
C -0.47 4.48 -0.02
C -0.33 3.15 -0.39
N -0.12 2.19 0.50
H -0.82 -3.85 6.85
H -0.09 -1.98 6.33
H -0.12 0.04 5.04
H 0.13 -2.26 1.41
H 0.17 -4.34 2.76
H -0.10 1.58 3.79
H -0.16 4.02 3.32
H -0.48 5.84 1.64
H -0.63 5.23 -0.78
H -0.38 2.83 -1.43
C 4.02 4.46 -0.10
C 3.30 3.94 -1.17
C 2.87 2.62 -1.14
C 3.16 1.81 -0.04
C 3.91 2.34 1.01
C 4.33 3.66 0.98
Ge 2.66 -0.05 -0.12
C 3.21 -0.87 -1.77
C 2.77 -2.12 -2.21
C 3.31 -2.69 -3.35
C 4.30 -2.02 -4.06
C 4.74 -0.79 -3.64
C 4.21 -0.21 -2.49
C 3.06 -1.12 1.44
C 3.35 -2.47 1.25
C 3.68 -3.28 2.33
C 3.74 -2.74 3.61
C 3.47 -1.39 3.81
C 3.12 -0.59 2.73
H 4.35 5.49 -0.13
H 3.08 4.56 -2.03
H 2.33 2.22 -1.99
H 4.19 1.72 1.85
H 4.91 4.06 1.80
H 1.97 -2.63 -1.69
H 2.95 -3.65 -3.69
H 4.71 -2.47 -4.96
H 5.51 -0.26 -4.19
H 4.58 0.76 -2.17
H 3.35 -2.90 0.26
H 3.90 -4.33 2.17
H 4.00 -3.37 4.45
H 3.53 -0.97 4.80
H 2.89 0.45 2.92
Br -0.17 -0.29 -2.24
```

***

# C3H7N3S

A gas-phase ion, C3H7N3S (charge +2) at a distorted geometry (ωB97M-V/def2-TZVPD, OMol25).

Summary:
Energy above the lowest of the compared OMol25 structures with the same formula, charge and spin = 4.1567 eV
LUMO level (spin up / spin down) = -12.85 / -12.85 eV
Net charge = +2

Structure (XYZ):
```
14
C3H7N3S | OMol25 | ωB97M-V/def2-TZVPD
C 1.30 -0.76 -0.94
C -0.56 -0.74 0.28
C 0.41 1.47 -0.39
N 1.00 -2.04 -0.69
N -0.09 -2.06 -0.04
N 0.42 0.06 -0.39
S -0.22 -0.85 2.16
H 2.17 -0.48 -1.52
H -1.61 -0.49 0.06
H 0.31 1.87 0.63
H 1.32 1.87 -0.85
H -0.45 1.87 -0.95
H -0.51 -2.97 0.21
H -1.42 -1.35 2.51
```

***

# C4H7NO

2 unconnected molecules or ions with the total composition C4H7NO at a distorted geometry (ωB97M-V/def2-TZVPD, OMol25).

Summary:
Energy above the lowest of the compared OMol25 structures with the same formula, charge and spin = 1.9520 eV
SMILES string = N#CC1CC1.O
LUMO level = 0.78 eV

Structure (XYZ):
```
13
C4H7NO | OMol25 | ωB97M-V/def2-TZVPD
N -2.52 1.69 -0.30
C -1.75 0.83 -0.20
C -0.74 -0.20 -0.09
C 0.66 0.20 -0.55
C -0.13 -0.76 -1.35
H -0.92 -0.91 0.72
H 1.53 -0.16 -0.02
H 0.73 1.23 -0.89
H 0.17 -1.80 -1.26
H -0.55 -0.47 -2.30
O 1.34 -0.23 2.24
H 1.70 0.67 2.23
H 0.47 -0.11 1.83
```

***

# C37H31Cl5N3O4ReS2

A molecular structure, C37H31Cl5N3O4ReS2 at a distorted geometry (ωB97M-V/def2-TZVPD, OMol25).

Summary:
Energy above the lowest of the compared OMol25 structures with the same formula, charge and spin = 3.9628 eV
Multiplicity = 4
LUMO level (spin up / spin down) = -3.17 / -3.76 eV
Net charge = +1

Structure (XYZ):
```
83
C37H31Cl5N3O4ReS2 | OMol25 | ωB97M-V/def2-TZVPD
Re -0.31 -0.23 0.37
O -1.68 -2.78 1.27
S 2.15 1.60 1.15
O 2.56 1.77 2.55
N 1.65 0.06 0.84
C 2.55 -1.02 0.43
C 3.75 -1.29 0.98
C 4.61 -2.23 0.36
C 4.10 -2.96 -0.71
C 2.72 -2.81 -1.13
C 2.06 -3.80 -1.90
C 0.74 -3.76 -2.12
C -0.01 -2.78 -1.49
N 0.59 -1.80 -0.74
C 1.93 -1.90 -0.47
C 3.54 1.95 0.01
C 4.81 2.21 0.52
C 5.73 2.71 -0.40
C 5.39 2.95 -1.73
C 4.13 2.60 -2.18
C 3.21 2.10 -1.33
H 4.04 -0.64 1.81
H 5.50 -2.40 0.88
H 4.69 -3.72 -1.09
H 2.72 -4.53 -2.32
H 0.27 -4.51 -2.77
H -1.03 -2.80 -1.56
H 5.04 2.15 1.55
H 6.78 2.82 -0.12
H 6.14 3.42 -2.40
H 3.88 2.97 -3.20
H 2.17 1.97 -1.67
Cl -3.27 1.43 -5.82
C -2.09 1.63 -4.54
C -2.38 2.40 -3.42
Cl -3.80 3.48 -3.39
C -1.59 2.28 -2.32
Cl -2.05 3.05 -0.89
C -0.45 1.48 -2.28
O 0.15 1.13 -1.16
C -0.08 0.92 -3.48
Cl 1.26 -0.19 -3.37
C -0.89 0.95 -4.63
Cl -0.44 0.08 -6.03
O -1.15 1.03 1.86
S -1.38 2.48 2.36
C -1.18 2.25 4.12
C -0.78 3.59 4.68
C -0.41 4.53 3.56
C 0.00 3.67 2.30
H -0.36 1.54 4.17
H -2.07 1.77 4.49
H -0.01 3.50 5.43
H -1.72 4.04 5.14
H 0.52 5.09 3.64
H -1.19 5.23 3.26
H 0.92 3.12 2.47
H -0.03 4.24 1.36
C -1.09 -4.00 3.69
C -0.94 -2.69 3.94
C -0.47 -1.72 3.03
C -0.76 -1.75 1.73
C -1.06 -4.00 1.27
C -0.86 -4.68 2.42
H -1.29 -4.64 4.59
H -1.17 -2.32 4.96
H 0.12 -0.93 3.43
H -0.86 -4.46 0.34
H -0.23 -5.52 2.42
C -6.19 -1.27 -2.39
C -4.83 -1.05 -1.85
C -4.68 -0.71 -0.48
C -3.41 -0.51 0.00
N -2.30 -0.66 -0.70
C -2.44 -0.93 -2.00
C -3.70 -1.14 -2.64
H -6.89 -0.41 -2.10
H -6.67 -2.17 -1.99
H -6.20 -1.40 -3.47
H -5.54 -0.47 0.16
H -3.26 -0.19 1.00
H -1.53 -1.02 -2.61
H -3.69 -1.40 -3.68
```

***

# C4H5F4NO2S

A single C4H5F4NO2S molecule at a distorted geometry (ωB97M-V/def2-TZVPD, OMol25).

Summary:
SMILES string = O=S(=O)(F)NCCC(F)=C(F)F
LUMO level = -1.22 eV

Structure (XYZ):
```
17
C4H5F4NO2S | OMol25 | ωB97M-V/def2-TZVPD
O 1.67 -1.61 1.47
S 2.34 -0.95 0.22
O 2.06 -1.88 -0.99
F 4.05 -0.85 0.57
N 1.79 0.70 0.03
C 0.43 0.80 -0.63
C -0.68 0.85 0.60
C -2.19 0.40 0.14
F -3.24 1.47 0.10
C -2.62 -0.98 -0.21
F -3.78 -1.53 0.59
F -1.94 -1.75 -1.29
H 2.51 1.32 -0.41
H 0.37 1.85 -1.17
H 0.21 -0.03 -1.43
H -0.26 0.19 1.48
H -0.73 2.00 0.92
```

***

Computed energy (eV) in order:
-84959.521 -169661.634 -18508.193 -7797.692 -137936.160 -31511.055